No. 1
{
  "formula": "C34H50BrCsN8O3S",
  "method": "ωB97M-V/def2-TZVPD",
  "e_tot_ev": -135558.1226,
  "fmax_ha_per_bohr": 0.0610,
  "relative_energy_kcal_mol": 60.26,
  "gap_ev": 4.460,
  "spin_multiplicity": 1,
  "lumo_energy_ev": -1.19,
  "species": ["Cs", "Br", "S", "O", "O", "O", "N", "N", "N", "N", "N", "N", "N", "N", "C", "C", "C", "C", "C", "C", "C", "C", "C", "C", "C", "C", "C", "C", "C", "C", "C", "C", "C", "C", "C", "C", "C", "C", "C", "C", "C", "C", "C", "C", "C", "C", "C", "C", "H", "H", "H", "H", "H", "H", "H", "H", "H", "H", "H", "H", "H", "H", "H", "H", "H", "H", "H", "H", "H", "H", "H", "H", "H", "H", "H", "H", "H", "H", "H", "H", "H", "H", "H", "H", "H", "H", "H", "H", "H", "H", "H", "H", "H", "H", "H", "H", "H", "H"],
  "coordinates": [[0.342, -1.377, 1.058], [3.249, -1.936, -0.119], [1.155, 1.786, -2.806], [-4.125, -0.771, 1.622], [-0.747, -3.305, 0.089], [2.077, 0.005, 1.875], [-0.109, 3.368, 0.371], [-1.833, 1.338, 1.772], [-2.777, -4.277, 0.277], [-0.137, 0.609, -4.877], [-2.416, -2.022, 0.860], [-1.416, -0.164, -3.104], [2.051, 0.659, -5.060], [-3.526, 5.447, 1.255], [5.757, -3.511, 4.361], [6.445, -2.954, 5.612], [-3.789, -0.268, -3.241], [-2.586, -0.485, -2.582], [-4.563, -3.052, 1.191], [4.486, -2.656, 2.349], [-2.664, 1.717, 0.667], [-3.768, 0.353, -4.483], [1.020, 0.955, -4.215], [-3.548, 2.973, 0.950], [3.614, -1.771, 1.762], [-1.397, 0.394, -4.302], [-1.930, -3.162, 0.411], [3.010, -0.672, 2.419], [-4.059, -4.197, 0.701], [1.547, 0.145, -6.228], [4.862, -2.487, 3.677], [-2.117, 4.396, -0.515], [3.324, 0.956, 4.339], [0.204, 0.128, -6.131], [-2.547, 0.703, -5.029], [3.572, -0.410, 3.713], [3.433, 0.660, -4.677], [-2.232, -5.466, -0.325], [-2.697, 4.222, 0.871], [3.601, 2.016, 3.264], [4.264, 1.252, 5.513], [4.902, -4.718, 4.775], [-1.104, 3.239, -0.690], [6.866, -3.965, 3.400], [4.404, -1.335, 4.311], [-1.867, 1.920, -0.625], [-3.705, -1.875, 1.246], [1.876, 1.072, 4.825], [4.041, 0.631, 6.378], [-1.911, -5.239, -1.345], [-1.380, 2.106, 2.251], [7.602, -4.569, 3.931], [1.198, 0.857, 4.003], [-2.553, -0.933, -1.598], [-0.543, -0.217, -6.815], [-0.647, 3.328, -1.685], [4.620, 1.905, 2.898], [-4.356, 3.016, 0.218], [2.181, -0.160, -7.034], [4.365, -5.118, 3.917], [-3.984, 2.853, 1.942], [4.176, -4.418, 5.529], [1.683, 2.080, 5.195], [7.371, -3.095, 2.983], [5.526, -5.508, 5.193], [7.140, -3.695, 6.004], [-4.717, -0.581, -2.791], [-2.360, 0.762, 2.417], [4.875, -3.469, 1.755], [-2.988, -6.250, -0.337], [-2.951, 6.295, 1.205], [-2.890, 4.318, -1.280], [4.059, 0.768, -5.562], [0.207, 2.444, 0.646], [2.921, 1.878, 2.429], [1.696, 0.367, 5.636], [-1.857, 4.170, 1.571], [-4.684, 0.555, -5.023], [-2.559, 1.884, -1.471], [-3.337, 0.868, 0.520], [6.468, -4.563, 2.585], [-5.580, -2.980, 1.536], [4.148, 2.294, 5.808], [-3.886, 5.330, 2.208], [-1.157, 1.099, -0.719], [3.477, 3.019, 3.667], [-1.355, -5.797, 0.234], [3.611, 1.487, -3.990], [7.009, -2.056, 5.370], [-4.645, -5.106, 0.622], [-2.470, 1.199, -5.984], [0.712, 3.845, 0.012], [5.729, -2.729, 6.397], [-4.317, 5.535, 0.605], [5.300, 1.094, 5.220], [3.681, -0.277, -4.167], [4.730, -1.147, 5.319], [-1.587, 5.344, -0.622]],
  "lowdin_charge": [1.47, 0.66, 0.71, -0.04, -0.34, -0.57, 0.07, 0.07, -0.07, -0.01, 0.04, 0.15, -0.13, 0.22, -0.56, -0.07, -0.05, -0.13, -0.01, -0.10, -0.37, -0.06, -0.75, -0.09, -0.58, -0.28, -0.65, -0.54, -0.08, -0.05, -0.20, -0.11, -0.54, -0.04, -0.01, -0.10, -0.04, -0.03, -0.31, -0.05, -0.07, -0.05, -0.40, -0.06, 0.01, -0.13, -0.53, -0.04, 0.08, 0.10, 0.07, 0.08, 0.07, 0.11, 0.12, 0.07, 0.09, 0.13, 0.12, 0.08, 0.12, 0.08, 0.08, 0.09, 0.08, 0.08, 0.11, 0.08, 0.10, 0.09, 0.17, 0.13, 0.09, 0.08, 0.06, 0.08, 0.14, 0.11, 0.11, 0.11, 0.07, 0.10, 0.08, 0.17, 0.09, 0.08, 0.09, 0.06, 0.09, 0.12, 0.11, 0.09, 0.08, 0.17, 0.09, 0.11, 0.09, 0.12]
}

=====

No. 2
{
  "formula": "C34H51BBeClF6N7NaO21PS",
  "method": "ωB97M-V/def2-TZVPD",
  "e_tot_ev": -143937.6568,
  "fmax_ha_per_bohr": 0.0730,
  "gap_ev": 2.506,
  "spin_multiplicity": 1,
  "lumo_energy_ev": -5.18,
  "species": ["Cl", "S", "P", "Na", "F", "F", "F", "F", "F", "F", "O", "O", "O", "O", "O", "O", "O", "O", "O", "O", "O", "O", "O", "O", "O", "O", "O", "O", "O", "O", "O", "N", "N", "N", "N", "N", "N", "N", "C", "C", "C", "C", "C", "C", "C", "C", "C", "C", "C", "C", "C", "C", "C", "C", "C", "C", "C", "C", "C", "C", "C", "C", "C", "C", "C", "C", "C", "C", "C", "C", "C", "C", "B", "Be", "H", "H", "H", "H", "H", "H", "H", "H", "H", "H", "H", "H", "H", "H", "H", "H", "H", "H", "H", "H", "H", "H", "H", "H", "H", "H", "H", "H", "H", "H", "H", "H", "H", "H", "H", "H", "H", "H", "H", "H", "H", "H", "H", "H", "H", "H", "H", "H", "H", "H", "H"],
  "coordinates": [[-1.618, 5.685, -6.561], [-3.317, 11.922, -0.724], [3.932, -5.285, 2.927], [-1.031, -1.043, -5.715], [3.458, -3.895, 3.636], [2.354, -5.515, 2.541], [3.592, -6.756, 3.502], [4.035, -4.426, 1.535], [4.943, -5.119, 4.182], [5.168, -5.976, 2.140], [0.653, 6.289, -1.206], [3.582, 0.537, -4.218], [-3.751, 11.757, 0.619], [-0.775, 4.947, -5.624], [-1.854, 11.252, -0.882], [-4.128, 10.881, -1.654], [-0.020, 7.499, -1.211], [-2.211, 6.803, -5.875], [-4.901, 0.718, -3.687], [-0.263, 0.513, -0.623], [-4.934, -1.858, -8.379], [5.948, -8.229, 5.680], [-3.297, 13.186, -1.374], [-2.792, 4.775, -2.599], [-2.936, -2.170, -7.956], [-2.646, 4.803, -7.052], [-0.806, 6.152, -7.654], [-1.464, -3.476, 1.732], [1.384, -4.005, -0.489], [-3.861, -6.041, 5.761], [-3.921, -3.529, -9.389], [7.947, -7.380, 5.152], [-0.322, 3.472, -3.461], [-0.652, 1.514, -4.598], [2.526, 1.441, -0.951], [2.955, 2.488, -3.055], [0.863, 1.350, -2.788], [-3.754, 3.783, -0.815], [1.348, 3.540, -1.508], [4.237, 1.634, 0.858], [3.167, 1.522, -3.801], [0.072, -4.149, 3.876], [-1.115, -5.435, 6.032], [-5.495, -4.539, 1.276], [7.453, -7.887, 7.508], [-4.168, -4.149, 1.389], [-4.067, -5.162, 3.584], [-5.394, -5.555, 3.461], [-2.023, -4.090, 2.643], [-1.127, 3.900, -1.059], [0.247, -5.115, 6.062], [0.829, -4.475, 4.968], [-0.038, 2.127, -3.585], [-1.272, -4.463, 3.835], [-3.447, -4.467, 2.537], [-1.876, -5.116, 4.905], [1.861, 2.167, -2.061], [-1.092, -2.006, -1.696], [9.288, -6.891, 5.395], [-0.024, -1.177, -2.566], [-3.313, -5.483, 4.833], [-3.198, 10.117, -2.427], [-4.472, 2.705, -1.544], [-1.972, 9.991, -1.543], [-2.576, 4.180, -1.572], [-6.105, -5.249, 2.307], [3.892, 1.977, -0.662], [7.044, -7.853, 6.055], [-3.930, -2.575, -8.621], [0.004, 4.044, -2.146], [0.187, 5.612, -2.387], [-3.410, 3.383, 0.563], [0.196, 0.315, -1.929], [-0.711, -6.201, 1.491], [2.004, -4.751, -0.304], [-2.112, 9.218, -0.782], [0.945, -1.756, -2.516], [-1.097, 2.880, -0.597], [9.990, -7.501, 4.823], [-4.313, 3.144, 1.182], [1.837, -3.139, -0.423], [-1.573, -5.936, 6.877], [1.243, 3.577, -0.390], [-0.444, -1.143, -3.600], [3.966, 3.089, -0.742], [-3.620, 9.150, -2.693], [2.020, 1.601, -0.073], [0.846, -5.368, 6.928], [-2.804, 2.420, 0.524], [0.539, -3.649, 3.037], [9.350, -5.858, 5.044], [-2.973, 10.677, -3.338], [1.031, 5.691, -3.142], [-5.664, 1.255, -3.903], [-3.778, 1.880, -1.848], [-0.644, 7.529, -0.459], [4.683, 0.616, 0.973], [-4.900, 3.159, -2.476], [0.068, 4.027, -4.244], [5.019, 2.374, 1.191], [0.587, -4.044, 0.103], [-0.384, 0.588, -4.926], [-3.696, -3.602, 0.582], [-1.071, 9.776, -2.116], [-0.933, 4.628, -0.219], [3.363, 1.793, 1.542], [7.603, -7.385, 4.202], [1.881, -4.224, 4.969], [-0.586, -2.674, -0.930], [2.146, 4.296, -1.750], [-1.624, -2.712, -2.397], [4.690, 1.463, -1.259], [-5.875, -6.104, 4.261], [-0.701, 6.084, -2.868], [7.677, -6.879, 7.860], [-1.887, -1.358, -1.258], [6.632, -8.286, 8.100], [-2.761, 4.135, 1.080], [-5.342, 2.353, -0.931], [9.553, -6.929, 6.448], [-6.055, -4.294, 0.381], [8.322, -8.535, 7.639], [-1.384, 1.984, -5.153], [0.277, 0.059, 0.045], [-7.138, -5.563, 2.212]],
  "lowdin_charge": [0.65, 0.62, 0.28, 0.78, -0.20, -0.26, -0.17, -0.22, -0.18, -0.18, -0.14, 0.22, -0.22, -0.43, -0.19, -0.19, -0.04, -0.36, -0.38, 0.14, 0.25, 0.04, -0.22, 0.12, 0.12, -0.36, -0.35, -0.05, 0.25, 0.12, 0.19, 0.01, 0.19, 0.26, 0.01, 0.19, 0.16, -0.17, -0.01, -0.08, -0.30, -0.05, 0.02, -0.05, -0.02, 0.00, -0.07, 0.01, -0.42, -0.03, -0.01, -0.04, -0.21, -0.18, -0.11, -0.08, -0.40, -0.08, -0.08, -0.09, -0.27, -0.16, -0.08, -0.18, -0.40, -0.04, -0.23, -0.56, -0.93, -0.34, -0.11, -0.11, -0.45, 0.50, 0.18, 0.12, 0.11, 0.10, 0.08, 0.10, 0.18, 0.12, 0.15, 0.04, 0.12, 0.14, 0.09, 0.12, 0.08, 0.11, 0.08, 0.14, 0.15, -0.10, 0.07, 0.11, 0.08, 0.10, 0.13, 0.09, 0.10, 0.06, 0.11, 0.13, 0.14, 0.08, 0.14, 0.10, 0.05, 0.14, 0.09, 0.12, 0.12, 0.14, 0.08, 0.09, 0.08, 0.09, 0.10, 0.07, 0.11, 0.08, 0.18, 0.13, 0.11]
}

=====

No. 3
{
  "formula": "C34H52AuBN9P",
  "method": "ωB97M-V/def2-TZVPD",
  "e_tot_ev": -63165.0660,
  "fmax_ha_per_bohr": 0.0082,
  "charge": 1,
  "gap_ev": [6.875, 6.869],
  "spin_multiplicity": 2,
  "lumo_energy_ev": [-4.50, -4.16],
  "species": ["Au", "P", "N", "N", "N", "N", "N", "N", "N", "N", "N", "C", "C", "C", "C", "C", "C", "C", "C", "C", "C", "C", "C", "C", "C", "C", "C", "C", "C", "C", "C", "C", "C", "C", "C", "C", "C", "C", "C", "C", "C", "C", "C", "C", "C", "B", "H", "H", "H", "H", "H", "H", "H", "H", "H", "H", "H", "H", "H", "H", "H", "H", "H", "H", "H", "H", "H", "H", "H", "H", "H", "H", "H", "H", "H", "H", "H", "H", "H", "H", "H", "H", "H", "H", "H", "H", "H", "H", "H", "H", "H", "H", "H", "H", "H", "H", "H", "H"],
  "coordinates": [[0.096, 0.097, 0.018], [-0.619, -2.863, -0.064], [0.180, 4.581, 1.411], [-0.397, 3.025, -0.400], [1.782, 1.171, 1.125], [1.656, 2.528, 1.125], [1.180, 5.368, 0.909], [-0.629, 2.227, 2.006], [1.211, -0.649, -1.400], [-0.995, 0.953, 1.678], [-0.792, 1.855, -0.959], [-2.654, -3.964, 1.650], [-0.797, 5.352, 1.955], [-2.305, -5.137, -0.529], [-0.948, -2.371, -2.753], [-1.668, 0.450, 2.713], [0.852, -2.931, 2.247], [2.036, -0.036, -2.405], [0.603, -5.186, 1.209], [-0.416, 6.661, 1.834], [3.747, 2.075, 1.662], [0.762, -3.690, 0.913], [2.832, 3.084, 1.450], [1.704, 7.759, 0.763], [1.186, 0.591, -3.523], [2.845, -1.218, -2.964], [-2.273, -0.899, 2.683], [-1.043, 2.486, 3.254], [-0.325, -3.209, -1.830], [-2.268, -3.772, 0.171], [0.831, 6.615, 1.174], [2.088, -3.491, 0.161], [0.443, -4.574, -3.679], [-0.878, 4.042, -1.134], [-1.723, 1.393, 3.737], [3.536, -0.516, 1.556], [-1.521, 2.135, -2.040], [2.978, 1.047, -1.856], [-3.329, -2.881, -0.495], [-0.897, -2.632, -4.115], [3.045, 0.887, 1.444], [-0.188, -3.730, -4.582], [-2.195, 1.077, -2.845], [-1.593, 3.522, -2.189], [0.361, -4.323, -2.316], [0.220, 3.118, 1.037], [-2.956, 0.568, -2.250], [4.625, -0.536, 1.557], [4.780, 2.178, 1.951], [2.749, 7.553, 0.992], [-0.139, -3.935, -5.643], [-3.371, -4.786, 1.715], [1.667, -3.353, 2.843], [2.910, -3.586, 0.876], [3.506, -1.633, -2.201], [3.182, -1.124, 0.727], [2.183, -2.008, -3.324], [2.238, -4.243, -0.610], [-3.239, -0.875, 2.176], [-3.226, -2.869, -1.581], [2.158, -2.514, -0.316], [-2.189, 1.283, 4.702], [-1.409, -1.979, -4.812], [3.685, 0.633, -1.141], [-2.019, -5.075, -1.578], [1.061, -1.869, 2.092], [-1.821, -4.220, 2.299], [0.652, 1.466, -3.158], [-0.955, 7.530, 2.171], [0.818, -5.023, -1.632], [1.631, 7.941, -0.310], [-4.319, -3.283, -0.261], [-0.060, -3.007, 2.840], [-1.716, 4.942, 2.334], [1.861, 0.902, -4.321], [-1.630, -1.589, 2.147], [-3.145, -3.086, 2.055], [-3.337, -5.499, -0.493], [1.410, 8.672, 1.278], [-1.498, -1.514, -2.388], [3.191, -0.979, 2.481], [-1.489, 0.334, -3.203], [-2.429, -1.272, 3.694], [2.928, 4.155, 1.508], [-2.684, 1.520, -3.710], [-2.117, 4.067, -2.956], [-1.686, -5.883, -0.037], [0.484, -0.134, -3.932], [-0.804, 3.417, 3.735], [1.495, -5.523, 1.746], [3.452, -0.855, -3.794], [-0.256, -5.410, 1.838], [3.538, 1.455, -2.698], [0.530, -5.780, 0.300], [-3.290, -1.851, -0.130], [0.984, -5.442, -4.033], [-0.688, 5.064, -0.852], [2.422, 1.859, -1.386]],
  "mulliken_spin": [-0.12, -0.02, 0.00, 0.00, -0.02, 0.00, 0.00, 0.01, 1.16, -0.08, -0.01, 0.00, 0.00, -0.01, 0.00, -0.01, 0.00, -0.07, -0.01, 0.00, 0.00, -0.01, 0.00, 0.00, 0.11, 0.05, 0.00, 0.00, -0.01, -0.03, 0.00, 0.01, 0.00, 0.00, 0.00, 0.00, 0.00, 0.09, 0.00, 0.00, -0.01, 0.00, 0.01, 0.00, 0.00, 0.00, 0.00, 0.00, 0.00, 0.00, 0.00, 0.00, 0.00, 0.00, -0.01, 0.00, -0.01, 0.00, 0.00, 0.00, 0.02, 0.00, 0.00, 0.00, 0.00, 0.00, 0.00, -0.01, 0.00, 0.00, 0.00, 0.00, 0.00, 0.00, 0.00, 0.00, 0.00, 0.00, 0.00, 0.00, 0.00, 0.00, 0.00, 0.00, 0.00, 0.00, 0.00, -0.01, 0.00, 0.00, 0.00, 0.00, 0.00, 0.00, 0.00, 0.00, 0.00, -0.01]
}

=====

Question: Number 3 is which compound?
Answer: C34H52AuBN9P